105
Properties=species:S:1:pos:R:3:mulliken_charge:R:1 method="wB97M-V/def2-TZVPD" charge=+1 spin_multiplicity=1 energy_ev=-137270.69559
C 3.75241 -1.86648 -0.16800 -0.8851
C 2.99768 -0.60579 0.45119 0.1405
C 2.82460 0.53198 -0.63199 -1.2801
C 1.33959 0.66000 -1.18714 -0.0143
C 0.66317 -0.73050 -1.50419 -0.8657
N -0.12758 -1.09441 -0.26900 0.2621
C -1.42067 -0.51321 -0.31957 -0.8812
N -2.31836 -0.91063 0.54770 0.6112
C -3.72259 -0.38391 0.55786 -0.3598
C -4.61957 -1.29572 1.49442 -0.2721
O -5.02484 -0.54737 2.65128 -0.5232
N -1.83563 0.46920 -1.28618 0.4435
F -1.48028 1.75562 -0.93601 -0.2374
C -1.47506 0.12305 -2.67470 -1.4208
C -0.19937 -0.77901 -2.81620 1.0165
C 0.61785 -0.27997 -4.09488 -0.8159
C -0.22166 -0.33694 -5.43112 -0.5755
C 0.19097 -1.46014 -6.42619 0.3979
O -0.66825 -1.88322 -7.17079 -0.5740
O 1.46273 -1.98684 -6.51558 -0.4511
B -0.58939 -2.33036 -3.17244 0.8652
N -1.94388 -2.78411 -2.74189 -0.4505
O 0.29999 -3.15217 -3.84994 -0.6657
H 3.84091 -1.78046 -1.28625 0.2784
H 4.79970 -1.89140 0.23178 0.3791
H 3.28987 -2.84024 0.12810 -0.1686
H 3.70484 -0.19721 1.22449 0.5135
H 2.06839 -0.87648 1.00534 0.0523
H 3.57546 0.36835 -1.44201 0.3682
H 3.06056 1.50426 -0.11730 0.3978
H 1.31994 1.39755 -2.02335 0.5354
H 0.76732 1.13645 -0.34428 -0.3054
H 1.47656 -1.49429 -1.61657 0.4918
H -0.27500 -2.12175 -0.28304 -0.0470
H -2.09347 -1.62796 1.24652 0.4223
H -3.78020 0.70135 0.80005 0.0401
H -4.12938 -0.51015 -0.48128 0.2885
H -4.04514 -2.19524 1.84255 0.1856
H -5.54728 -1.58907 0.93831 0.3111
H -4.37107 0.15930 2.77735 0.3245
H -2.36922 -0.28956 -3.20067 0.2400
H -1.24924 1.09806 -3.19397 0.4090
H 1.01572 0.75503 -3.97792 0.5135
H 1.49735 -0.97114 -4.21963 0.5527
H -0.03439 0.63567 -5.96913 0.4406
H -1.32513 -0.40422 -5.30194 0.2755
H 1.32395 -2.92947 -6.73380 0.3615
H -2.15275 -3.70997 -3.12212 0.2421
H -1.89539 -2.88820 -1.72149 0.0994
H -0.07930 -4.02331 -4.05235 0.2687
C 0.12105 1.74252 2.46111 0.4123
C -0.67042 1.40047 3.70840 -0.0388
O 0.25221 0.70594 4.54866 -0.4074
S 1.73921 1.28766 4.30210 1.0596
O 2.02022 2.24460 5.30853 -0.5459
O 2.60178 0.19843 4.01271 -0.5002
O 1.42637 2.08171 2.92555 -0.3934
H 0.21046 0.87486 1.79886 -0.3766
H -0.31604 2.57511 1.91033 0.3262
H -1.53807 0.77827 3.49343 0.1207
H -0.99347 2.30303 4.23338 0.3535
C -3.48320 4.92157 1.23273 -0.5852
C -3.76161 3.44697 1.01969 0.0156
O -3.62467 2.85430 2.31367 -0.1065
S -4.09223 3.93818 3.43578 1.0137
O -5.43730 3.65453 3.79057 -0.5850
O -3.05147 4.05742 4.39491 -0.5743
O -4.08158 5.24735 2.49511 -0.1680
H -2.40858 5.11367 1.30641 0.3001
H -3.90660 5.53623 0.44533 0.5134
H -3.06878 2.99081 0.31444 0.0089
H -4.78811 3.28447 0.67836 0.2391
C 1.24312 -6.98325 1.13504 -0.4203
C 2.49881 -6.32210 0.61034 -0.3690
O 2.03006 -5.37182 -0.36082 -0.2379
S 0.59461 -4.81751 0.09489 1.3249
O 0.78698 -3.56652 0.76247 -0.6405
O -0.31696 -4.97042 -0.98926 -0.6840
O 0.27262 -5.92945 1.20668 -0.3502
H 0.87139 -7.74123 0.44146 0.2980
H 1.39274 -7.43331 2.11428 0.3305
H 3.18505 -7.03191 0.15587 0.3970
H 3.01497 -5.77387 1.39597 0.3602
C 7.13737 -4.21218 -1.48163 -0.3162
C 6.83926 -5.68301 -1.69391 -0.3075
O 6.95152 -6.26979 -0.39452 -0.3097
S 6.49225 -5.19354 0.71541 0.9443
O 5.13295 -5.45506 1.05877 -0.4235
O 7.51533 -5.08548 1.68741 -0.5577
O 6.52928 -3.88675 -0.22794 -0.2471
H 8.21166 -4.03330 -1.39603 0.2680
H 6.72963 -3.58952 -2.27614 0.3240
H 7.53204 -6.15252 -2.38912 0.3334
H 5.81472 -5.83263 -2.04574 0.2340
C -3.04572 10.39956 2.25230 -0.3504
C -4.33514 10.13607 3.00554 -0.3509
O -4.87573 8.95516 2.40268 -0.3447
S -3.66785 8.01008 1.91367 1.2523
O -3.44326 7.01475 2.90757 -0.4482
O -3.87795 7.68998 0.54258 -0.6239
O -2.48514 9.10569 2.01038 -0.3344
H -3.24073 10.87293 1.28697 0.2995
H -2.35208 11.01457 2.82262 0.3162
H -5.03782 10.96306 2.92884 0.3189
H -4.14260 9.92015 4.05931 0.2982

83
Properties=species:S:1:pos:R:3:mulliken_charge:R:1 method="wB97M-V/def2-TZVPD" smiles="CCOCCOCCOCCOC(=O)CC(=O)I.COCCOCCOC.COCCOCCOC" spin_multiplicity=1 energy_ev=-57278.18688
C 6.76299 1.21338 3.38839 -0.7583
C 7.40313 0.35528 2.30097 -0.4403
O 7.00549 0.74599 1.01024 -0.3774
C 7.74613 1.79681 0.46350 -0.5394
C 6.89279 3.04466 0.18079 -0.6542
O 5.77093 3.09875 1.02654 -0.2018
C 5.57077 4.37376 1.60382 -0.6756
C 4.31980 4.36240 2.43174 -0.5174
O 3.18654 4.82372 1.71246 -0.4717
C 2.23483 3.83091 1.43805 -0.2911
C 1.25564 3.65973 2.58243 -0.4776
O 0.05899 3.02647 2.10447 -0.3427
C 0.02063 1.69861 2.24787 0.6574
O 0.99273 0.98600 2.48782 -0.5703
C -1.35456 1.10130 2.07267 -0.4351
C -1.24314 0.03387 0.99436 0.1615
O -1.12949 0.29210 -0.17561 -0.4060
I -1.31493 -2.02257 1.63060 0.0399
H 6.91881 0.72301 4.34245 0.4889
H 7.22637 2.19277 3.40798 0.1852
H 5.71052 1.30117 3.15889 0.0475
H 7.10294 -0.67403 2.46297 0.3445
H 8.48829 0.37399 2.39388 0.3384
H 8.16729 1.47402 -0.48625 0.3465
H 8.57589 2.09040 1.10175 0.3674
H 7.52256 3.91848 0.34853 0.4003
H 6.58336 3.08970 -0.86078 0.2783
H 6.41451 4.59164 2.26604 0.4498
H 5.54373 5.14953 0.84102 0.4376
H 4.14559 3.36500 2.82509 0.2417
H 4.46491 5.01889 3.28564 0.3762
H 2.69819 2.88145 1.17935 0.3281
H 1.66585 4.14732 0.56974 0.3432
H 1.67021 3.12876 3.42989 0.3372
H 0.95370 4.64193 2.92473 0.3828
H -2.09221 1.81766 1.73511 0.2208
H -1.65554 0.62736 2.99559 0.3906
C -4.65807 -5.12270 -0.34796 -0.7348
O -3.87553 -6.29578 -0.36474 -0.2943
C -2.48298 -6.06402 -0.24954 -0.2914
C -1.80467 -7.09837 0.62154 -0.3243
O -2.09645 -7.01013 2.00628 -0.4352
C -3.38307 -7.38041 2.47242 -0.3115
C -3.67871 -8.86406 2.44552 -0.5365
O -3.85377 -9.35120 1.12676 -0.2968
C -3.25877 -10.60718 0.88996 -0.7836
H -4.62627 -4.60866 -1.31502 0.3177
H -5.68617 -5.41635 -0.13984 0.2370
H -4.32926 -4.43305 0.43721 0.3136
H -2.29277 -5.06909 0.16551 0.0818
H -2.03906 -6.11063 -1.25268 0.3849
H -0.73090 -6.90612 0.55588 0.4018
H -1.97245 -8.10667 0.23900 0.1175
H -4.17008 -6.81301 1.97332 0.1287
H -3.38896 -7.07941 3.52310 0.3875
H -4.61062 -9.03380 3.00094 0.3701
H -2.87202 -9.40080 2.95605 0.3455
H -2.24182 -10.65077 1.29435 0.3577
H -3.20589 -10.74776 -0.18879 0.2330
H -3.85616 -11.41752 1.32219 0.3240
C -5.13689 5.98696 -3.53482 -0.7894
O -4.47354 4.79345 -3.18543 -0.2669
C -5.03828 3.62551 -3.75405 -0.5558
C -3.98111 2.63406 -4.18996 -0.2107
O -3.22630 3.01048 -5.32860 -0.4468
C -2.27445 4.05603 -5.22029 -0.3192
C -1.03095 3.71636 -4.42816 -0.5607
O -1.29625 3.60985 -3.04213 -0.2948
C -0.63511 2.53640 -2.40302 -0.7125
H -6.06207 6.11195 -2.96078 0.3180
H -4.46709 6.81461 -3.30529 0.2324
H -5.36939 6.01744 -4.60465 0.3567
H -5.66799 3.87915 -4.61388 0.3482
H -5.66933 3.14101 -2.99678 0.3662
H -4.51132 1.73022 -4.50034 0.3987
H -3.33584 2.35478 -3.35509 0.0382
H -2.73070 4.97951 -4.86010 0.1313
H -1.95255 4.23844 -6.24868 0.3986
H -0.30141 4.52358 -4.57909 0.3625
H -0.60016 2.78729 -4.81644 0.3308
H -0.71468 1.61385 -2.98680 0.3924
H -1.11695 2.37492 -1.44532 0.0911
H 0.42260 2.77140 -2.23450 0.3947